{"formula": "C28H56N5O4ReS2Si3", "method": "ωB97M-V with the def2-TZVPD basis set", "symbols": ["Re", "C", "Si", "C", "C", "C", "C", "C", "C", "C", "Si", "C", "C", "H", "H", "H", "H", "H", "H", "H", "H", "H", "H", "H", "H", "H", "H", "H", "H", "N", "N", "C", "N", "S", "H", "H", "H", "H", "H", "N", "C", "N", "C", "C", "O", "C", "C", "H", "H", "H", "H", "H", "H", "H", "H", "C", "C", "C", "C", "O", "Si", "S", "O", "C", "C", "C", "C", "O", "C", "C", "C", "C", "H", "H", "H", "H", "H", "H", "H", "H", "H", "H", "H", "H", "H", "H", "H", "H", "H", "H", "H", "H", "H", "H", "H", "H", "H", "H", "H"], "positions_angstrom": [[-1.072, 1.377, -0.391], [-0.942, 3.007, 2.873], [-0.496, 1.361, 2.014], [-1.416, 0.049, 3.013], [1.379, 1.139, 2.283], [1.945, 1.049, 3.558], [3.312, 0.899, 3.724], [4.145, 0.857, 2.613], [3.602, 0.966, 1.343], [2.224, 1.100, 1.160], [1.441, 1.277, -0.558], [2.220, 2.842, -1.331], [2.114, -0.089, -1.685], [-0.756, 2.942, 3.948], [-1.997, 3.257, 2.737], [-0.352, 3.845, 2.497], [-1.205, 0.155, 4.081], [-1.092, -0.937, 2.700], [-2.498, 0.131, 2.877], [1.308, 1.088, 4.437], [3.735, 0.820, 4.718], [5.214, 0.743, 2.742], [4.264, 0.935, 0.483], [3.304, 2.725, -1.405], [2.037, 3.729, -0.727], [1.846, 3.034, -2.341], [3.207, -0.058, -1.706], [1.764, 0.037, -2.714], [1.816, -1.081, -1.351], [-1.610, 1.896, -2.615], [-2.941, 2.308, -2.811], [-3.779, 2.447, -1.768], [-5.054, 2.721, -2.057], [-3.308, 2.305, -0.151], [-0.988, 2.550, -3.078], [-1.464, 0.961, -2.992], [-3.310, 2.249, -3.748], [-5.372, 2.917, -2.991], [-5.690, 2.888, -1.296], [-0.520, 3.421, -0.186], [-0.204, 4.528, -0.080], [0.108, 5.772, 0.165], [1.208, 6.090, 1.095], [2.419, 6.571, 0.309], [2.062, 7.646, -0.541], [1.104, 7.252, -1.500], [-0.187, 6.831, -0.810], [1.433, 5.210, 1.697], [0.849, 6.886, 1.749], [2.839, 5.748, -0.282], [3.188, 6.941, 0.986], [1.491, 6.421, -2.107], [0.930, 8.109, -2.148], [-0.931, 6.469, -1.518], [-0.604, 7.675, -0.258], [1.247, -3.025, 3.159], [1.345, -3.249, 1.661], [2.650, -2.705, 1.106], [1.169, -4.719, 1.306], [0.257, -2.481, 1.062], [-0.536, -2.698, -0.309], [-1.438, -0.722, -0.846], [-1.766, -3.730, -0.345], [-3.018, -3.976, 0.339], [-3.242, -5.478, 0.230], [-4.103, -3.206, -0.399], [-2.936, -3.543, 1.792], [0.478, -3.073, -1.491], [0.388, -3.683, -2.797], [-0.017, -5.143, -2.649], [-0.627, -2.913, -3.630], [1.785, -3.564, -3.389], [2.060, -3.546, 3.667], [0.297, -3.399, 3.545], [1.325, -1.962, 3.380], [3.496, -3.224, 1.560], [2.735, -1.644, 1.330], [2.695, -2.848, 0.025], [1.962, -5.312, 1.762], [1.222, -4.863, 0.224], [0.213, -5.095, 1.669], [-3.273, -5.782, -0.816], [-4.184, -5.756, 0.702], [-2.432, -6.016, 0.725], [-4.132, -3.504, -1.448], [-3.920, -2.132, -0.339], [-5.077, -3.412, 0.046], [-2.157, -4.092, 2.321], [-3.887, -3.742, 2.286], [-2.730, -2.476, 1.872], [-1.015, -5.229, -2.224], [0.687, -5.664, -1.999], [-0.007, -5.632, -3.624], [-1.623, -2.982, -3.186], [-0.674, -3.326, -4.638], [-0.337, -1.863, -3.697], [2.503, -4.101, -2.768], [2.085, -2.517, -3.440], [1.809, -3.988, -4.393]], "fmax_ev_per_a": 0.84, "charge": 1, "gap_ev": [6.9, 7.1], "multiplicity": 2, "s_squared": 0.762}

{"formula": "C28H56NO16S5", "method": "ωB97M-V with the def2-TZVPD basis set", "symbols": ["N", "H", "H", "H", "H", "C", "C", "C", "O", "C", "O", "O", "H", "H", "H", "H", "H", "H", "C", "C", "C", "O", "C", "O", "O", "H", "H", "H", "H", "H", "H", "C", "C", "C", "S", "O", "O", "C", "H", "H", "H", "H", "H", "H", "H", "H", "C", "C", "C", "S", "O", "O", "C", "H", "H", "H", "H", "H", "H", "H", "H", "C", "C", "C", "S", "O", "O", "C", "H", "H", "H", "H", "H", "H", "H", "H", "C", "C", "C", "S", "O", "O", "C", "H", "H", "H", "H", "H", "H", "H", "H", "C", "C", "C", "S", "O", "O", "C", "H", "H", "H", "H", "H", "H", "H", "H"], "positions_angstrom": [[0.251, -0.443, -0.779], [-0.260, -0.115, -0.020], [-0.041, -1.387, -0.832], [1.261, -0.214, -0.801], [-0.174, -0.014, -1.746], [-5.410, -3.226, -1.339], [-3.997, -2.960, -1.874], [-3.294, -1.735, -1.244], [-2.254, -2.363, -0.474], [-2.357, -3.736, -0.540], [-1.531, -4.441, 0.077], [-3.300, -4.103, -1.270], [-5.514, -3.401, -0.238], [-5.864, -4.140, -1.709], [-6.124, -2.484, -1.739], [-3.919, -2.867, -2.847], [-3.954, -1.048, -0.757], [-2.730, -1.045, -2.058], [-5.135, 3.759, 1.074], [-3.878, 3.330, 1.649], [-3.992, 1.700, 1.700], [-2.722, 1.384, 1.154], [-2.063, 2.395, 0.701], [-0.990, 2.279, 0.181], [-2.759, 3.473, 0.953], [-5.090, 4.697, 0.806], [-5.928, 3.571, 1.651], [-5.300, 3.363, -0.034], [-3.794, 3.519, 2.752], [-4.771, 1.197, 0.990], [-4.290, 0.974, 2.463], [2.697, -4.028, 0.942], [2.195, -4.712, -0.362], [3.377, -4.506, -1.365], [3.617, -2.755, -1.056], [2.553, -1.994, -1.636], [4.957, -2.335, -1.368], [3.296, -2.730, 0.669], [3.418, -4.631, 1.514], [1.843, -3.811, 1.634], [1.172, -4.110, -0.499], [2.050, -5.862, -0.205], [3.368, -4.571, -2.435], [4.097, -5.059, -1.250], [2.720, -1.868, 0.779], [4.212, -2.759, 1.245], [-2.933, -1.754, 3.744], [-2.586, -3.078, 3.048], [-1.103, -3.575, 3.449], [-0.245, -2.055, 3.350], [0.179, -1.863, 1.858], [0.638, -2.033, 4.422], [-1.663, -0.955, 3.642], [-3.253, -1.827, 4.818], [-3.808, -1.210, 3.045], [-2.813, -2.622, 2.103], [-3.439, -3.742, 3.702], [-0.596, -4.190, 2.689], [-1.213, -4.135, 4.590], [-1.745, -0.539, 2.757], [-1.324, -0.358, 4.369], [-4.467, 3.902, -3.214], [-3.093, 4.485, -2.981], [-1.952, 3.673, -3.499], [-2.567, 2.014, -3.756], [-1.967, 1.230, -2.751], [-2.563, 1.583, -5.237], [-4.240, 2.331, -3.300], [-5.147, 4.295, -4.120], [-5.153, 4.090, -2.516], [-3.085, 4.855, -2.038], [-3.144, 5.617, -3.441], [-0.964, 3.646, -2.903], [-1.572, 3.989, -4.542], [-4.482, 1.796, -2.308], [-4.797, 1.850, -3.927], [5.953, 3.083, -2.758], [5.300, 2.415, -3.974], [4.911, 1.094, -3.351], [4.826, 1.082, -1.620], [5.865, 0.444, -0.940], [3.441, 1.062, -1.176], [5.018, 2.748, -1.588], [5.948, 4.191, -2.877], [7.021, 2.553, -2.554], [6.013, 2.419, -4.867], [4.430, 3.184, -4.468], [5.512, 0.456, -3.674], [4.250, 0.718, -3.955], [5.362, 3.269, -0.708], [4.194, 3.348, -1.782], [3.514, 0.017, 4.082], [4.681, 0.385, 3.282], [4.173, 1.045, 1.985], [2.492, 1.628, 2.281], [1.565, 0.829, 1.482], [2.452, 3.033, 2.269], [2.359, 1.111, 3.981], [3.773, -0.279, 5.191], [2.948, -0.792, 3.526], [5.285, -0.507, 3.057], [5.143, 0.997, 3.693], [4.132, 0.449, 1.162], [4.709, 1.867, 1.605], [1.511, 0.574, 4.480], [2.640, 2.006, 4.754]], "fmax_ev_per_a": 14.43, "charge": 1, "gap_ev": 10.0, "multiplicity": 1}

{"formula": "C28H56O14S2", "method": "ωB97M-V with the def2-TZVPD basis set", "symbols": ["C", "C", "O", "S", "O", "O", "O", "H", "H", "H", "H", "C", "C", "O", "S", "O", "O", "O", "H", "H", "H", "H", "C", "C", "C", "O", "C", "H", "H", "H", "H", "H", "H", "H", "H", "C", "C", "C", "O", "C", "H", "H", "H", "H", "H", "H", "H", "H", "C", "C", "C", "O", "C", "H", "H", "H", "H", "H", "H", "H", "H", "C", "C", "C", "O", "C", "H", "H", "H", "H", "H", "H", "H", "H", "C", "C", "C", "O", "C", "H", "H", "H", "H", "H", "H", "H", "H", "C", "C", "C", "O", "C", "H", "H", "H", "H", "H", "H", "H", "H"], "positions_angstrom": [[0.631, 5.388, -1.182], [-0.819, 5.396, -1.674], [-1.666, 5.508, -0.494], [-0.810, 5.723, 0.853], [-0.907, 4.564, 1.636], [-1.181, 7.048, 1.255], [0.665, 5.812, 0.203], [1.228, 6.087, -1.688], [0.977, 4.341, -1.243], [-0.978, 4.464, -2.246], [-1.050, 6.261, -2.364], [0.024, 0.314, 0.661], [-0.490, -0.617, -0.432], [0.085, -0.150, -1.670], [-0.035, 1.441, -1.592], [-1.354, 1.869, -1.870], [1.041, 1.925, -2.355], [0.254, 1.625, -0.090], [1.001, 0.038, 1.068], [-0.670, 0.566, 1.443], [-1.610, -0.750, -0.473], [-0.114, -1.605, -0.353], [-0.633, -2.958, 2.472], [-0.876, -1.912, 3.521], [0.464, -1.795, 4.222], [1.029, -3.061, 4.094], [0.334, -3.876, 3.147], [-0.101, -2.527, 1.601], [-1.544, -3.386, 2.086], [-1.684, -2.396, 4.089], [-1.168, -0.968, 3.051], [0.386, -1.503, 5.332], [1.097, -0.991, 3.747], [-0.167, -4.677, 3.683], [1.047, -4.359, 2.425], [-3.377, -3.433, -3.383], [-2.172, -2.543, -3.468], [-2.852, -1.161, -3.198], [-4.056, -1.403, -2.484], [-4.580, -2.595, -3.076], [-3.229, -4.258, -2.711], [-3.516, -3.857, -4.345], [-1.681, -2.536, -4.407], [-1.398, -2.719, -2.640], [-3.104, -0.640, -4.159], [-2.124, -0.500, -2.747], [-5.198, -2.405, -3.945], [-5.127, -3.103, -2.268], [-0.530, -5.550, -2.099], [0.977, -5.582, -2.022], [1.252, -4.390, -1.079], [0.042, -4.051, -0.421], [-0.934, -5.022, -0.749], [-1.070, -6.462, -2.203], [-0.738, -4.818, -2.843], [1.353, -5.267, -3.001], [1.424, -6.489, -1.706], [1.600, -3.553, -1.697], [2.069, -4.685, -0.393], [-1.900, -4.576, -0.828], [-1.071, -5.826, 0.005], [3.958, -0.169, -0.948], [4.547, -0.430, 0.458], [3.707, -1.633, 0.941], [2.622, -1.769, 0.020], [3.114, -1.403, -1.219], [4.728, -0.028, -1.719], [3.316, 0.786, -1.078], [4.455, 0.412, 1.128], [5.630, -0.632, 0.373], [3.242, -1.580, 1.930], [4.288, -2.560, 0.998], [2.293, -1.280, -1.895], [3.683, -2.210, -1.603], [2.926, 3.180, 1.450], [3.826, 3.687, 2.657], [4.374, 4.998, 2.081], [4.680, 4.670, 0.699], [3.653, 3.802, 0.253], [1.921, 3.687, 1.512], [2.855, 2.084, 1.296], [4.662, 2.950, 2.824], [3.235, 3.848, 3.632], [5.319, 5.347, 2.569], [3.693, 5.844, 2.251], [4.249, 3.075, -0.354], [3.005, 4.390, -0.437], [-4.284, 2.418, 0.092], [-3.844, 3.160, 1.387], [-3.052, 2.044, 2.027], [-3.067, 0.873, 1.245], [-4.318, 0.978, 0.489], [-3.678, 2.651, -0.875], [-5.290, 2.736, -0.179], [-4.666, 3.517, 1.880], [-3.265, 4.055, 1.067], [-3.549, 1.730, 2.919], [-1.989, 2.277, 2.297], [-5.135, 0.799, 1.191], [-4.312, 0.278, -0.355]], "fmax_ev_per_a": 4.55, "gap_ev": 10.0, "multiplicity": 1}